Here is 3 unconnected molecules or ions with the total composition C32H65N5O5PS in a non-equilibrium geometry from the Open Molecules 2025 dataset. Energies are from ωB97M-V/def2-TZVPD.

Properties
* charge: +1
* calculated total energy: -2646.827014 hartree
* frontier orbital gap: 6.84 eV
* HOMO level: -10.80 eV

Each line ends with the Mulliken charge.
Geometry (Å):
C1 2.957 -3.913 2.925  -0.83
C2 2.135 -2.678 2.603  -0.12
N1 2.874 -1.380 2.356  -0.25
C3 3.303 -0.528 3.555  -0.42
C4 3.655 0.900 2.759  -0.67
C5 3.639 0.585 1.120  -0.58
C6 3.432 1.923 0.195  -0.30
C7 4.711 2.936 0.474  -0.50
C8 5.639 3.222 -0.855  -0.72
C9 7.188 2.655 -0.582  -0.55
S1 8.114 2.578 -2.208  -0.11
C10 9.717 1.617 -2.073  0.28
N2 11.151 2.185 -2.065  -0.19
N3 12.173 1.235 -1.985  -0.23
C11 11.403 -0.089 -1.933  0.02
O1 9.939 0.145 -1.994  -0.22
C12 2.456 -0.593 1.096  1.18
C13 1.012 0.023 1.567  -1.16
C14 -0.239 -0.273 0.551  -0.30
C15 -1.528 0.611 1.144  -0.52
C16 -2.732 -0.340 1.752  -0.29
C17 -3.796 -0.741 0.550  -0.73
C18 -4.842 0.485 0.169  -0.36
C19 -6.355 0.261 0.827  -0.06
C20 -7.544 0.724 -0.251  -0.44
O2 -8.684 1.331 0.453  -0.31
C21 -9.978 0.814 -0.034  0.57
C22 -11.193 1.818 -0.593  -0.81
O3 -10.284 -0.507 -0.017  -0.52
P1 2.540 -1.957 -0.237  0.27
C23 1.806 -1.412 -1.913  -0.78
C24 4.393 -2.378 -0.648  -0.96
H1 3.774 -3.933 3.790  0.27
H2 2.857 -4.910 2.299  0.29
H3 0.979 -2.848 2.538  0.30
H4 3.823 -1.740 2.034  0.62
H5 2.448 -0.505 4.358  0.32
H6 4.347 -0.954 3.925  0.29
H7 4.617 1.377 3.223  0.49
H8 2.774 1.595 3.159  0.17
H9 4.749 0.251 0.946  0.16
H10 2.458 2.537 0.423  0.22
H11 3.413 1.635 -0.950  0.20
H12 4.301 3.983 0.844  0.34
H13 5.437 2.546 1.321  0.30
H14 5.692 4.386 -1.110  0.32
H15 5.140 2.722 -1.801  0.38
H16 7.723 3.443 0.128  0.32
H17 7.051 1.623 -0.036  0.29
H18 11.969 -1.127 -1.866  0.33
H19 1.127 1.208 1.619  0.19
H20 0.672 -0.304 2.655  0.21
H21 -0.504 -1.403 0.401  0.35
H22 -0.001 0.227 -0.505  0.07
H23 -1.120 1.340 1.994  0.21
H24 -1.984 1.324 0.307  0.32
H25 -2.233 -1.299 2.249  0.32
H26 -3.355 0.250 2.566  0.02
H27 -3.125 -0.992 -0.400  0.20
H28 -4.419 -1.668 0.917  0.37
H29 -4.959 0.492 -0.997  0.39
H30 -4.350 1.507 0.528  0.13
H31 -6.542 -0.866 1.124  0.34
H32 -6.438 0.966 1.780  -0.24
H33 -7.815 -0.217 -0.903  0.33
H34 -7.023 1.550 -0.932  0.26
H35 -11.483 1.517 -1.704  0.26
H36 -10.901 2.956 -0.539  0.27
H37 -12.158 1.674 0.055  0.28
H38 2.332 -2.013 -2.786  0.36
H39 0.673 -1.786 -1.918  0.14
H40 1.763 -0.256 -2.092  0.30
H41 5.067 -1.721 0.072  0.22
H42 4.670 -3.495 -0.424  0.32
H43 4.668 -2.037 -1.752  0.36
C25 -4.986 4.738 5.220  -1.43
C26 -3.911 3.856 4.587  0.16
C27 -4.465 2.870 3.533  -0.07
O4 -5.134 1.732 4.086  -0.38
C28 -6.483 1.969 4.459  -0.86
N4 -3.183 3.153 5.654  -0.73
H44 -5.592 4.203 5.956  0.28
H45 -4.522 5.581 5.745  0.36
H46 -5.655 5.149 4.458  0.34
H47 -3.209 4.523 4.075  0.44
H48 -3.614 2.466 2.971  -0.06
H49 -5.105 3.378 2.802  0.41
H50 -6.980 2.675 3.788  0.38
H51 -6.528 2.324 5.490  0.27
H52 -7.018 1.016 4.416  0.29
H53 -2.406 2.641 5.233  0.25
H54 -3.797 2.412 6.004  0.35
C29 0.431 -4.744 -7.821  -1.35
C30 1.765 -4.124 -7.410  0.33
C31 2.199 -4.489 -5.972  -0.78
O5 1.503 -3.773 -4.948  -0.23
C32 0.231 -4.309 -4.618  -0.70
N5 1.692 -2.668 -7.599  -0.72
H55 -0.426 -4.234 -7.373  0.28
H56 0.303 -4.681 -8.908  0.34
H57 0.387 -5.801 -7.541  0.34
H58 2.527 -4.520 -8.093  0.41
H59 3.254 -4.213 -5.858  0.33
H60 2.142 -5.570 -5.796  0.40
H61 0.211 -5.401 -4.690  0.33
H62 -0.537 -3.869 -5.256  0.27
H63 0.002 -4.027 -3.586  0.19
H64 2.615 -2.270 -7.415  0.27
H65 1.115 -2.292 -6.841  0.31

***

Here is a molecular structure, C47H40ClN2O3P3S2Y from the Open Molecules 2025 dataset. Energies are from ωB97M-V/def2-TZVPD.

Properties
* charge: -1
* calculated total energy: -4469.562293 hartree
* frontier orbital gap: 7.08 eV
* HOMO level: -4.91 eV

Each line ends with the Mulliken charge.
Geometry (Å):
Y1 -0.350 0.173 -0.265  0.12
S1 2.054 -0.003 -1.862  -0.52
P1 0.968 -1.606 -2.494  2.54
C1 -0.234 -2.023 -1.401  -0.65
P2 -1.838 -2.124 -1.825  1.47
S2 -2.836 -0.360 -1.657  -0.63
C2 -2.175 -2.914 -3.448  0.70
C3 -2.955 -2.310 -4.421  -0.58
C4 -3.183 -2.951 -5.634  -0.65
C5 -2.639 -4.201 -5.874  -0.54
C6 -1.856 -4.813 -4.901  -0.62
C7 -1.624 -4.170 -3.699  -0.49
C8 -2.696 -3.341 -0.754  0.47
C9 -4.088 -3.368 -0.688  -0.67
C10 -4.737 -4.325 0.072  -0.76
C11 -3.999 -5.272 0.779  -0.69
C12 -2.616 -5.248 0.718  -0.59
C13 -1.969 -4.283 -0.044  0.52
C14 0.378 -1.186 -4.174  0.54
C15 -0.159 0.083 -4.383  -0.53
C16 -0.685 0.424 -5.619  -0.79
C17 -0.676 -0.492 -6.662  -0.52
C18 -0.142 -1.757 -6.463  -0.75
C19 0.381 -2.098 -5.224  -0.46
C20 2.108 -3.010 -2.793  -0.06
C21 3.217 -2.858 -3.623  -0.49
C22 4.070 -3.922 -3.858  -0.78
C23 3.829 -5.151 -3.248  -0.52
C24 2.740 -5.303 -2.407  -0.88
C25 1.882 -4.232 -2.183  0.31
H1 -3.364 -1.325 -4.228  0.38
H2 -3.781 -2.463 -6.393  0.43
H3 -2.816 -4.698 -6.820  0.38
H4 -1.421 -5.787 -5.084  0.43
H5 -1.001 -4.644 -2.950  0.15
H6 -4.662 -2.621 -1.222  0.37
H7 -5.818 -4.332 0.115  0.41
H8 -4.505 -6.019 1.377  0.38
H9 -2.040 -5.984 1.265  0.50
H10 -0.887 -4.236 -0.104  -0.35
H11 -0.159 0.821 -3.586  0.33
H12 -1.101 1.412 -5.763  0.46
H13 -1.087 -0.219 -7.626  0.38
H14 -0.141 -2.482 -7.267  0.41
H15 0.773 -3.097 -5.077  0.37
H16 3.409 -1.899 -4.091  0.42
H17 4.922 -3.797 -4.513  0.41
H18 4.500 -5.982 -3.423  0.35
H19 2.560 -6.251 -1.917  0.43
H20 1.023 -4.324 -1.527  0.10
N1 -1.576 -1.076 1.639  0.00
C26 -1.872 -0.197 2.780  -0.06
C27 -2.048 1.251 2.341  0.05
O1 -2.671 2.028 3.072  -0.80
N2 -1.468 1.531 1.172  -0.02
C28 -1.632 2.897 0.711  -0.69
C29 -0.858 3.179 -0.574  0.54
O2 -0.753 4.319 -0.981  -0.76
O3 -0.337 2.124 -1.163  -0.68
H21 -1.291 -2.002 1.945  -0.23
H22 -2.425 -1.205 1.088  0.33
H23 -2.761 -0.501 3.342  0.40
H24 -1.023 -0.238 3.469  -0.03
H25 -2.687 3.120 0.500  0.36
H26 -1.331 3.635 1.463  0.34
Cl1 1.803 1.599 1.280  -0.08
C30 2.853 0.845 2.456  0.99
C31 3.628 1.741 3.191  -0.72
C32 4.504 1.251 4.140  -0.45
C33 4.604 -0.122 4.350  -0.83
C34 3.823 -0.982 3.607  -0.21
C35 2.919 -0.525 2.641  -0.75
P3 1.910 -1.686 1.628  2.05
C36 1.059 -2.633 2.940  0.12
C37 0.830 -2.093 4.204  -1.03
C38 0.035 -2.756 5.129  -0.64
C39 -0.540 -3.975 4.807  -0.85
C40 -0.323 -4.522 3.549  -0.70
C41 0.458 -3.851 2.621  -0.30
C42 3.277 -2.798 1.119  0.77
C43 4.108 -2.349 0.091  -0.54
C44 5.226 -3.082 -0.272  -0.60
C45 5.519 -4.281 0.361  -0.61
C46 4.692 -4.740 1.375  -0.75
C47 3.585 -3.995 1.758  -0.35
H27 3.532 2.799 3.008  0.49
H28 5.110 1.941 4.712  0.38
H29 5.294 -0.512 5.086  0.41
H30 3.911 -2.051 3.764  0.39
H31 1.272 -1.142 4.474  0.39
H32 -0.135 -2.309 6.100  0.42
H33 -1.160 -4.495 5.525  0.39
H34 -0.770 -5.470 3.282  0.31
H35 0.601 -4.280 1.636  0.55
H36 3.872 -1.430 -0.435  0.17
H37 5.854 -2.722 -1.075  0.43
H38 6.383 -4.859 0.059  0.38
H39 4.911 -5.672 1.881  0.43
H40 2.975 -4.355 2.577  0.38

***

Here is a molecular structure, C34H30O6PS6SbSiZr in a non-equilibrium geometry from the Open Molecules 2025 dataset. Energies are from ωB97M-V/def2-TZVPD.

Properties
* charge: -2
* calculated total energy: -5072.875638 hartree
* frontier orbital gap: 6.64 eV
* HOMO level: -2.43 eV

Each line ends with the Mulliken charge.
Geometry (Å):
Zr1 0.472 -0.976 -1.963  -0.31
O1 -0.085 0.207 -5.905  -0.67
C1 -0.263 -0.501 -4.743  0.42
O2 0.593 -0.193 -3.765  0.33
C2 -1.706 -0.388 -4.270  -1.15
O3 -1.776 -0.917 -2.938  -0.05
C3 -2.528 -2.114 -2.710  -0.34
C4 -1.732 -3.113 -1.897  0.35
O4 -2.215 -4.205 -1.685  -0.73
O5 -0.568 -2.679 -1.508  -0.41
H1 0.884 0.380 -5.942  0.14
H2 -1.983 0.663 -4.229  0.37
H3 -2.377 -0.921 -4.938  0.45
H4 -3.424 -1.862 -2.147  0.32
H5 -2.803 -2.584 -3.648  0.34
S1 1.342 -2.950 -3.715  -0.23
Sb1 3.486 -1.404 -4.011  0.34
S2 2.949 -0.673 -1.748  -0.56
S3 -0.007 -2.419 -5.167  -0.17
S4 3.227 0.286 -5.536  -0.73
O6 -0.264 0.801 -1.417  2.75
Si1 -0.561 2.122 -0.532  -1.92
C5 0.777 2.593 0.682  0.72
C6 0.488 3.229 1.893  -0.11
C7 1.503 3.597 2.772  -0.73
C8 2.828 3.320 2.456  -0.41
C9 3.134 2.684 1.258  -0.57
C10 2.119 2.329 0.379  -0.30
C11 -2.176 2.063 0.440  0.66
C12 -3.287 2.827 0.059  -0.36
C13 -4.465 2.816 0.802  -0.66
C14 -4.554 2.037 1.949  -0.41
C15 -3.465 1.269 2.345  -0.78
C16 -2.290 1.283 1.601  -0.12
C17 -0.705 3.573 -1.729  0.07
C18 -0.608 3.364 -3.110  -0.64
C19 -0.711 4.425 -4.010  -0.60
C20 -0.913 5.716 -3.539  -0.44
C21 -0.995 5.948 -2.168  -0.77
C22 -0.885 4.887 -1.276  -0.01
H6 -0.545 3.418 2.171  0.36
H7 1.255 4.072 3.715  0.34
H8 3.617 3.575 3.155  0.34
H9 4.163 2.441 1.013  0.40
H10 2.375 1.819 -0.542  0.17
H11 -3.236 3.440 -0.835  0.33
H12 -5.309 3.417 0.485  0.38
H13 -5.469 2.029 2.531  0.35
H14 -3.523 0.655 3.236  0.43
H15 -1.447 0.677 1.926  0.29
H16 -0.416 2.361 -3.479  0.49
H17 -0.621 4.240 -5.075  0.45
H18 -0.992 6.544 -4.237  0.34
H19 -1.135 6.959 -1.797  0.37
H20 -0.935 5.082 -0.206  0.35
S5 1.486 -0.252 3.953  -0.54
P1 1.162 -1.640 2.597  1.16
S6 0.394 -1.128 0.817  -0.08
C23 -0.019 -2.915 3.199  -0.14
C24 -0.534 -2.880 4.487  -0.45
C25 -1.449 -3.847 4.903  -0.53
C26 -1.848 -4.851 4.032  -0.36
C27 -1.336 -4.887 2.737  -0.71
C28 -0.430 -3.921 2.321  -0.38
C29 2.676 -2.627 2.349  0.04
C30 3.029 -3.633 3.250  -0.46
C31 4.222 -4.328 3.088  -0.60
C32 5.069 -4.022 2.026  -0.36
C33 4.718 -3.021 1.129  -0.51
C34 3.525 -2.325 1.291  0.25
H21 -0.212 -2.085 5.149  0.33
H22 -1.855 -3.809 5.907  0.38
H23 -2.566 -5.599 4.353  0.35
H24 -1.660 -5.652 2.042  0.42
H25 -0.066 -3.920 1.299  0.43
H26 2.367 -3.872 4.074  0.37
H27 4.489 -5.113 3.788  0.35
H28 5.996 -4.573 1.895  0.35
H29 5.361 -2.785 0.288  0.44
H30 3.240 -1.565 0.575  -0.22